[1]
Computed, not measured: a structure of composition C21H31F5P2Zn, with wB97M-V/def2-TZVPD.

Atoms and positions in Å:
Zn  1.93  0.23  -2.01
P  0.40  -1.45  -3.92
P  1.02  1.76  -3.45
F  -0.47  -0.34  0.25
F  -1.05  0.97  2.54
F  2.45  3.97  1.91
F  3.51  2.12  0.21
F  0.07  3.41  3.16
C  1.30  0.91  -5.08
C  2.04  -2.27  -3.63
C  2.17  2.07  0.44
C  -2.90  0.72  -2.82
C  0.39  -0.25  -5.30
C  -2.46  -1.78  -3.48
C  -2.52  1.53  -3.98
C  -2.44  -0.71  -2.48
C  1.35  1.13  -0.22
C  -3.08  -1.74  -4.69
C  2.51  2.88  -3.14
C  -0.09  -2.82  -5.16
C  -0.11  1.47  1.72
C  -4.02  -0.72  -5.21
C  0.53  2.64  2.14
C  -2.43  1.23  -5.28
C  1.70  2.94  1.47
C  0.04  3.12  -4.31
C  -3.51  0.53  -6.01
C  3.41  -0.59  -0.86
C  0.28  0.76  0.55
H  -0.21  -3.82  -4.73
H  2.37  3.48  -2.22
H  4.47  -0.58  -1.15
H  -3.34  0.27  -7.09
H  -1.40  -0.68  -2.11
H  1.15  1.65  -5.86
H  -0.55  3.78  -3.66
H  -3.02  -1.00  -1.59
H  -2.37  2.57  -3.76
H  -4.31  1.30  -5.97
H  2.84  -1.56  -3.39
H  3.45  2.32  -3.05
H  3.37  -0.24  0.18
H  2.35  -2.91  -4.47
H  0.54  -0.71  -6.27
H  -4.63  -0.30  -4.40
H  -2.91  -2.51  -5.44
H  3.07  -1.63  -0.84
H  -4.66  -1.26  -5.93
H  -0.67  2.76  -5.07
H  -2.43  1.33  -2.04
H  0.68  -2.86  -5.95
H  -1.74  1.69  -5.99
H  -1.77  -2.61  -3.26
H  -1.03  -2.59  -5.68
H  -0.67  0.06  -5.36
H  2.33  0.57  -5.14
H  -3.97  0.75  -2.66
H  2.55  3.55  -4.00
H  1.85  -2.88  -2.74
H  0.74  3.73  -4.91

HOMO energy (Eh): -0.2815
Kohn-Sham gap (Ha): 0.265
Energy relative to the best compared isomer or geometry (same formula, charge and spin) (kJ/mol): 0.0

[2]
Computed, not measured: a structure of composition C2H3O2Tl, with wB97M-V/def2-TZVPD.

Atoms and positions in Å:
Tl  0.26  -0.91  1.15
O  -0.77  -1.57  -0.71
O  0.68  -1.42  -0.84
C  0.68  1.98  1.08
C  -0.37  1.95  0.46
H  1.38  2.16  1.89
H  -1.13  -0.82  -1.28
H  -1.30  1.91  -0.09

HOMO energy (Eh): -0.3164
Kohn-Sham gap (Ha): 0.323
Energy relative to the best compared isomer or geometry (same formula, charge and spin) (kJ/mol): 253.7

[3]
Computed, not measured: a structure of composition C4H4IrO6, with wB97M-V/def2-TZVPD.

Atoms and positions in Å:
Ir  3.30  0.24  -0.52
O  -1.29  -0.57  0.03
O  2.20  -1.14  -0.48
O  2.42  1.86  -0.06
O  0.61  1.27  1.17
O  -3.37  0.08  0.20
O  -2.02  1.22  -1.15
C  0.98  -1.38  -0.10
C  0.05  -0.21  0.08
C  1.56  1.99  0.82
C  -2.20  0.33  -0.37
H  0.44  -1.15  1.16
H  0.48  -2.22  -0.62
H  0.22  0.46  -0.78
H  -3.38  -0.78  0.62

2S+1: 6
HOMO energy (alpha / beta) (Eh): -0.6683 / -0.7005
Net charge: +2
Kohn-Sham gap (alpha / beta) (Ha): 0.278 / 0.213
Energy relative to the best compared isomer or geometry (same formula, charge and spin) (kJ/mol): 108.6

The records above give, respectively, strongest force on any atom values of 3.2; 3.8; 6.5 eV Å⁻¹.
The records above give, respectively, molar mass values of 505.81; 263.43; 340.29 g/mol.